DFT (ωB97M-V with the def2-TZVPD basis set) results for a 2-piece molecular cluster, CH4IO overall.

Summary:
charge: -1
electronic energy: -413.51358 Eh
gap between HOMO and LUMO: 7.449 eV
spin multiplicity: 1
HOMO level: -0.1306 Ha
molecular weight: 158.946 g mol⁻¹

Each atom is followed by the atoms it is bonded to, with distances in Å.
Element x y z (Å)
1 I -14.77640 -14.66335 -12.06247  no bonds
2 C -13.03964 -14.07493 -16.13550  O3 1.396, H4 1.104, H5 1.093, H6 1.096
3 O -13.71696 -13.25428 -15.23235  C2 1.396, H7 0.971
4 H -13.69621 -14.44704 -16.94092  C2 1.104
5 H -12.23706 -13.52309 -16.63059  C2 1.093
6 H -12.59828 -14.95599 -15.65519  C2 1.096
7 H -14.14525 -13.81403 -14.56380  O3 0.971